(1)
DFT (the ωB97M-V functional and the def2-TZVPD basis) results for C24H36B2Cl6F14N9NiO4S2 as an isolated structure in a non-equilibrium geometry.

Last column: Mulliken spin population.
Atoms and positions in Å:
Ni1 -6.07129 -25.63399 15.74709  1.893
B1 -3.70339 -26.14966 17.09919  0.002
F1 -3.96891 -25.10986 16.22435  0.008
F2 -4.90229 -26.83333 17.12505  0.028
F3 -2.73353 -26.95963 16.46263  0.001
F4 -3.29521 -25.59376 18.28188  0.001
B2 -6.47510 -23.54328 14.00950  -0.010
F5 -7.27337 -22.43799 14.07805  0.001
F6 -7.31498 -24.58914 14.06758  0.011
F7 -5.69338 -23.57688 12.87175  0.000
F8 -5.68677 -23.61344 15.12052  -0.001
C1 -7.15000 -29.09439 17.84655  -0.003
F9 -6.20665 -30.01151 18.10347  -0.001
F10 -8.36188 -29.52107 18.26420  0.000
F11 -6.78812 -28.01155 18.52525  -0.001
S1 -7.21024 -28.71034 15.92947  0.002
O1 -5.89340 -29.11219 15.33480  0.006
O2 -8.31779 -29.48081 15.34884  0.004
N1 -7.46539 -26.93812 15.88579  -0.032
S2 -9.05218 -26.87329 16.06457  0.038
O3 -9.76336 -27.89256 16.82945  0.009
O4 -9.35574 -25.53989 16.57711  0.006
C2 -9.75190 -26.91301 14.22882  -0.006
F12 -10.35859 -28.07559 13.92409  0.001
F13 -10.62956 -25.89290 14.06362  0.000
F14 -8.75758 -26.74449 13.34784  0.002
C3 -5.13775 -28.41131 12.13064  0.001
C4 -5.08790 -27.31191 13.11601  0.013
N2 -5.09694 -26.40488 13.88149  0.028
H1 -4.50224 -28.11361 11.29661  0.000
H2 -6.14094 -28.80774 11.97396  0.001
H3 -4.60680 -29.20293 12.65935  0.000
C5 -11.89032 -27.30822 11.24002  0.000
C6 -12.01571 -28.79327 11.23979  0.000
N3 -12.03796 -29.95318 11.20941  0.000
H4 -11.28633 -26.90814 12.05443  0.000
H5 -12.87548 -26.85377 11.34502  0.000
H6 -11.44805 -26.95647 10.30795  0.000
C7 -12.13187 -24.83500 19.01138  0.000
C8 -12.76123 -23.83767 18.13451  0.000
N4 -13.33265 -23.07502 17.45502  0.000
H7 -12.94664 -25.51928 19.24807  0.000
H8 -11.84065 -24.36123 19.94884  0.000
H9 -11.34576 -25.44421 18.56531  0.000
C9 -10.35544 -22.54018 13.81723  0.000
C10 -10.46836 -21.65157 12.65854  0.000
N5 -10.54074 -21.01364 11.67767  0.000
H10 -9.59544 -23.28495 13.58098  0.000
H11 -11.31687 -23.04638 13.90388  0.000
H12 -10.08060 -21.96500 14.70139  0.000
C11 -6.81938 -32.05111 14.02080  0.000
C12 -7.73543 -31.87194 12.85477  0.000
N6 -8.39378 -31.75916 11.91624  0.000
H13 -5.94959 -31.39428 14.03171  0.000
H14 -6.58679 -33.11386 13.95311  0.000
H15 -7.39911 -31.88360 14.92852  0.000
C13 -9.08889 -22.01679 17.59322  0.000
C14 -9.36048 -22.66476 18.84473  0.000
N7 -9.50080 -23.14357 19.88230  0.000
H16 -8.02654 -21.77697 17.54844  0.000
H17 -9.69848 -21.11394 17.55595  0.000
H18 -9.22663 -22.74889 16.79751  -0.001
C15 -3.02321 -29.94278 16.53947  0.000
C16 -3.53381 -31.11606 15.81739  0.000
N8 -3.84964 -32.11078 15.29523  0.000
H19 -2.04757 -29.57701 16.21940  0.000
H20 -3.00297 -30.15956 17.60751  0.000
H21 -3.69660 -29.11753 16.30796  -0.001
C17 -11.01518 -28.42419 19.86505  0.000
C18 -11.21568 -29.87592 20.15107  0.000
N9 -11.38845 -31.00776 20.34852  0.000
H22 -11.00930 -27.83705 20.78339  0.000
H23 -11.96076 -28.05616 19.46689  0.000
H24 -10.16315 -28.14540 19.24501  0.000
Cl1 -3.90164 -31.01837 21.13831  0.000
C19 -4.19528 -32.49191 20.09797  0.000
C20 -5.52817 -33.17618 20.39401  0.000
Cl2 -6.82938 -32.04204 19.97975  0.000
H25 -3.32525 -33.12506 20.27194  0.000
H26 -4.29192 -32.21977 19.04692  0.000
H27 -5.69555 -33.46231 21.43237  0.000
H28 -5.72042 -34.07012 19.80069  0.000
Cl3 -12.94152 -27.05880 16.62892  0.000
C21 -13.62746 -26.46882 15.09645  0.000
C22 -15.08422 -26.99444 15.09735  0.000
Cl4 -15.16834 -28.76830 14.77927  0.000
H29 -13.04812 -26.91005 14.28542  0.000
H30 -13.56456 -25.38080 15.11492  0.000
H31 -15.72687 -26.56507 14.32876  0.000
H32 -15.64525 -26.75941 16.00185  0.000
Cl5 -10.87397 -32.72450 14.59402  0.000
C23 -11.32412 -31.00564 14.26745  0.000
C24 -11.56795 -30.39638 15.61515  0.000
Cl6 -12.80581 -31.23764 16.52596  0.000
H33 -12.26693 -31.02275 13.72071  0.000
H34 -10.53291 -30.52805 13.68955  0.000
H35 -11.84731 -29.35781 15.43784  0.000
H36 -10.64351 -30.29552 16.18379  0.000

Force components x, y, z for each atom (eV/Å):
1.656 0.250 -1.330
3.034 0.403 -0.570
-0.716 1.520 -1.087
-2.131 -0.971 0.413
-0.277 -0.009 0.754
-0.182 -0.688 0.433
0.406 2.364 -2.297
-0.440 1.542 0.004
-1.743 -3.503 0.540
0.087 -0.007 -0.189
1.424 -0.323 2.402
0.146 -0.149 0.730
-0.907 0.444 -1.005
1.596 0.141 -0.496
-0.682 -0.024 -0.387
2.459 -2.307 -2.359
-2.769 1.880 1.977
1.422 1.719 1.015
-0.723 -4.798 0.344
-3.948 2.909 1.545
1.562 0.729 -1.409
0.742 -0.659 -1.275
0.342 -0.078 -0.062
0.184 0.947 0.571
0.566 -0.876 0.358
-0.406 -0.073 0.545
1.082 0.215 1.542
-0.760 3.530 2.493
-0.418 -3.739 -2.245
-0.609 -0.170 -0.356
0.014 0.546 -0.424
0.137 -0.317 -0.138
-0.316 -0.325 -0.036
0.494 -0.490 0.033
-0.166 1.637 0.053
-0.015 -0.471 -0.103
-0.066 -0.099 -0.119
-0.067 -0.187 -0.033
-0.945 -0.037 0.332
-0.730 1.281 -1.518
1.326 -1.631 1.436
-0.034 -0.177 0.103
0.338 -0.019 -0.214
0.125 0.550 -0.178
-0.137 0.083 -0.663
0.051 1.443 -2.462
0.074 -1.449 2.456
0.097 0.107 0.255
0.026 0.056 0.438
-0.118 -0.245 -0.043
-1.330 -0.402 -0.683
0.569 0.555 0.226
0.219 0.017 0.358
-0.152 -0.266 -0.286
0.594 0.127 0.373
0.047 -0.012 -0.015
0.446 -0.138 -0.307
0.176 -0.490 1.315
-0.133 0.102 -0.400
-0.020 0.288 0.108
0.044 -0.136 -0.542
-0.478 0.300 -0.219
-0.595 0.229 -0.355
0.361 -1.799 -0.667
0.396 1.910 0.894
0.043 -0.509 -0.140
-0.079 0.151 -0.033
-0.063 0.000 0.407
-1.059 -0.185 0.714
0.336 -0.587 -0.074
0.251 1.728 -0.215
0.573 -0.360 0.359
0.101 -0.157 -0.765
-0.239 -0.435 -0.023
-0.266 -0.716 -0.654
-0.392 -0.185 0.232
-0.116 0.147 0.629
-0.473 -0.146 0.144
-0.226 -0.084 -0.111
0.572 0.418 0.113
0.331 0.188 0.034
0.483 0.118 -0.221
0.557 0.020 0.155
-1.295 -0.739 0.460
-0.317 0.329 -0.799
0.195 0.453 0.272
-0.122 0.164 0.032
-0.127 -0.100 -0.115
0.498 0.190 -0.381
0.566 -0.275 0.311
0.353 -0.060 -0.613
-0.473 -0.945 0.447
0.940 1.428 -0.417
-0.330 0.122 0.334
0.268 -0.081 -0.231
-0.080 -0.123 0.175
-0.530 -0.032 0.208
-0.110 -0.491 0.193

Its HOMO energy (spin up / spin down) is -8.208 / -8.208 eV. The multiplicity is 3. For the HOMO-LUMO gap (spin up / spin down), the calculation gives 10.000 / 7.790 eV. The value obtained for the LUMO energy (spin up / spin down) is 1.79 / -0.42 eV. The net charge is -1.


(2)
DFT (the ωB97M-V functional and the def2-TZVPD basis) results for C17H25I2OP2Sn as an isolated structure in a non-equilibrium geometry.

Last column: Mulliken charge in e.
Atoms and positions in Å:
I1 4.90644 2.02907 1.05918  0.096
I2 3.29735 -1.37411 -1.17948  -0.032
Sn1 0.94652 -0.30507 -0.28613  1.164
P1 1.75492 -1.45364 2.05033  0.342
C1 3.45723 -1.14750 2.49576  -0.912
C2 0.85286 -1.07650 3.56616  -1.241
H1 0.99850 -1.89970 4.27561  0.467
H2 1.71562 -3.73070 2.76378  0.453
H3 -0.20682 -0.89187 3.36660  0.447
H4 0.71392 -3.49653 1.27432  0.387
H5 3.55777 -0.09083 2.77210  0.238
H6 1.27522 -0.16859 3.99753  0.430
C3 1.64643 -3.24231 1.78776  -1.043
H7 3.81468 -1.83573 3.27340  0.433
H8 2.47231 -3.57441 1.16028  0.410
H9 4.09073 -1.25751 1.61790  0.295
P2 1.04481 1.79782 -1.72252  0.780
C4 2.68222 2.55646 -1.66747  -1.085
C5 0.76583 1.45307 -3.45499  -1.203
H10 -0.88814 2.93466 -0.78215  0.455
H11 -0.27725 3.74831 -2.24622  0.429
H12 0.61322 3.86982 -0.68134  0.462
C6 0.01086 3.21931 -1.32514  -1.341
H13 0.08719 0.61278 -3.57752  0.429
H14 0.33687 2.32111 -3.96492  0.424
H15 2.84862 3.35575 -2.41507  0.400
H16 3.41527 1.77490 -1.81983  0.371
H17 1.73559 1.19170 -3.88449  0.429
H18 2.87001 2.94542 -0.65542  0.271
C7 0.85741 1.37752 1.29880  0.170
O1 1.14921 2.18036 2.08809  -0.106
C8 -4.45074 0.43687 -2.20272  -0.787
C9 -3.20390 1.02787 -2.43238  -1.003
C10 -2.13764 0.57197 -1.67493  0.517
C11 -2.20880 -0.46370 -0.69709  0.962
C12 -1.13228 -0.95434 0.13185  0.374
C13 -1.43566 -1.83731 1.16518  -0.251
C14 -2.73326 -2.35178 1.44562  -1.563
C15 -3.76336 -1.97370 0.60852  -0.682
C16 -3.50382 -1.05582 -0.44915  0.304
C17 -4.56439 -0.54174 -1.22331  -0.479
H19 -5.29242 0.76868 -2.81014  0.453
H20 -3.09531 1.84431 -3.15743  0.501
H21 -1.20704 1.12227 -1.81767  -0.009
H22 -0.59725 -2.17895 1.79693  0.466
H23 -2.87775 -3.01791 2.29549  0.482
H24 -4.79104 -2.29138 0.82315  0.441
H25 -5.55073 -0.92842 -0.98687  0.456

Force components x, y, z for each atom (eV/Å):
0.222 0.007 0.164
-0.684 0.180 -0.487
0.400 -1.775 0.739
0.400 -0.330 0.152
0.540 0.520 -0.320
-0.317 0.322 0.003
-0.163 0.169 -0.082
-0.085 -0.059 -0.134
0.136 -0.150 0.334
0.250 -0.282 0.220
0.038 -0.345 0.343
0.000 -0.010 0.092
-0.196 -0.007 -0.307
-0.255 0.258 -0.032
0.046 0.018 0.022
0.055 -0.206 0.047
0.975 1.773 -1.131
0.400 -0.127 0.505
-0.069 -0.687 -0.393
-0.163 0.230 0.039
0.214 -0.166 0.307
-0.270 0.061 -0.158
-0.464 0.103 0.712
-0.011 -0.118 -0.264
0.236 -0.053 0.120
-0.473 -0.397 0.256
0.326 -0.132 -0.218
-0.162 -0.023 -0.188
-0.144 0.055 -0.407
1.294 4.947 4.630
-1.421 -3.727 -3.519
0.896 1.120 -1.135
-1.166 -0.309 0.048
0.929 0.056 0.352
-0.273 -1.200 0.945
-0.752 0.977 -1.585
0.189 -0.851 0.672
1.585 0.496 -0.210
-0.452 0.678 -0.395
0.417 0.950 -0.233
-0.989 -1.011 0.881
-0.029 -0.232 0.384
0.013 -0.455 0.336
-0.330 -0.556 0.116
-1.002 0.148 -0.430
-0.026 0.151 -0.258
0.405 0.010 -0.315
-0.069 -0.020 -0.217

Its HOMO energy (spin up / spin down) is -17.438 / -17.778 eV. Its energy above the lowest of the compared OMol25 structures with the same formula, charge and spin is 0.0000 eV. For the HOMO-LUMO gap (spin up / spin down), the calculation gives 6.612 / 4.736 eV. The value obtained for the LUMO energy (spin up / spin down) is -10.83 / -13.04 eV. The net charge is +3.


(3)
DFT (the ωB97M-V functional and the def2-TZVPD basis) results for one molecule with the formula C6H12O.

Last column: Mulliken charge in e.
Atoms and positions in Å:
C1 -2.99179 -1.02114 0.54341  -1.054
C2 -2.06037 -0.87453 -0.66238  -0.581
C3 -0.69269 -0.38647 -0.27795  -0.138
C4 1.95339 0.41434 0.18201  -0.184
C5 3.25808 1.15034 0.39368  -1.328
C6 -0.22522 0.82120 -0.59829  -0.154
O1 0.99918 1.33420 -0.31970  -0.326
H1 -3.96308 -1.43400 0.24981  0.314
H2 -2.55537 -1.68835 1.29605  0.307
H3 -3.15829 -0.04895 1.01915  0.309
H4 -1.96305 -1.84791 -1.16231  0.274
H5 -2.50588 -0.19350 -1.39860  0.306
H6 -0.08794 -1.06970 0.31375  0.269
H7 2.06440 -0.40704 -0.54161  0.376
H8 1.59743 -0.02124 1.12617  0.280
H9 4.03764 0.44731 0.70411  0.384
H10 3.14640 1.91294 1.16962  0.307
H11 3.57644 1.63890 -0.53154  0.319
H12 -0.82019 1.54228 -1.15639  0.320

Force components x, y, z for each atom (eV/Å):
-0.046 -0.012 0.059
-0.041 0.025 -0.079
0.119 0.101 -0.023
0.141 -0.151 0.111
0.021 0.029 -0.003
-0.222 -0.152 -0.047
-0.031 -0.003 -0.025
0.131 0.061 0.045
-0.062 0.089 -0.109
0.014 -0.135 -0.055
-0.036 0.144 0.052
0.060 -0.070 0.120
-0.047 0.065 -0.122
-0.001 0.099 0.107
0.051 0.085 -0.092
-0.106 0.106 -0.030
0.032 -0.080 -0.108
-0.028 -0.070 0.113
0.051 -0.130 0.085

Its HOMO energy is -8.588 eV. As for the structure (SMILES): CC/C=C/OCC. Its energy above the lowest of the compared OMol25 structures with the same formula, charge and spin is 1.0718 eV. For the HOMO-LUMO gap, the calculation gives 9.682 eV. The value obtained for the LUMO energy is 1.09 eV. The net charge is 0.